Below is an isolated molecule of C5H7N at a distorted geometry, with properties calculated with ωB97M-V/def2-TZVPD.

The largest force on an atom is 0.0401 hartree/bohr. The structure (SMILES) is Cc1ccc[nH]1. For the energy, the calculation gives -249.419185 hartree. Its charge is 0. As for the energy above the lowest of the compared OMol25 structures with the same formula, charge and spin: 33.9 kcal/mol.

Geometry (Å):
1 C -0.691 1.533 -0.939
2 C -0.212 0.312 -0.224
3 C -0.236 -1.012 -0.542
4 C 0.611 -1.686 0.394
5 C 1.050 -0.761 1.296
6 N 0.572 0.508 0.964
7 H -0.915 2.372 -0.271
8 H 0.105 1.866 -1.611
9 H -1.577 1.325 -1.540
10 H -0.775 -1.457 -1.366
11 H 0.838 -2.746 0.390
12 H 1.672 -0.899 2.176
13 H -0.442 0.646 1.273

Atomic forces in eV per Å
C -0.09 -0.03 -0.15
C 0.56 -0.37 -1.09
C 0.08 0.22 -0.27
C 0.09 0.03 0.27
C -0.25 -0.51 0.07
N -1.23 0.17 -0.51
H 0.05 -0.25 0.03
H -0.10 0.06 0.02
H 0.02 -0.02 0.01
H 0.10 0.02 0.01
H 0.01 0.18 0.04
H -0.19 0.07 -0.21
H 0.95 0.43 1.78

Löwdin atomic charge list, values in e, 2 entries: -0.04 -0.38